119
Properties=species:S:1:pos:R:3 method="wB97M-V/def2-TZVPD" mol_weight_g_mol=1003.74 lumo_energy_ev=0.075 charge=0 de_lowest_ev=1.0442 gap_ev=7.094 homo_energy_ev=-7.018 total_energy_ev=-154714.861
Sn -0.24 0.03 0.00
C -1.53 -7.52 -2.14
C -2.00 -7.18 -0.72
C -1.04 -7.81 0.31
C -3.39 -7.80 -0.51
C -2.00 -5.66 -0.53
C -0.82 -4.95 -0.67
C -0.81 -3.58 -0.49
Se 0.85 -2.65 -0.78
C 1.72 -2.87 0.93
C 2.30 -4.09 1.21
C 2.93 -4.31 2.42
C 2.96 -3.24 3.32
C 2.40 -1.99 3.06
C 1.77 -1.77 1.81
O 1.28 -0.60 1.48
C 2.50 -0.87 4.10
C 1.09 -0.38 4.48
C 3.30 0.31 3.52
C 3.21 -1.31 5.39
C 3.59 -5.66 2.71
C 2.53 -6.76 2.60
C 4.70 -5.90 1.68
C 4.21 -5.72 4.11
C -1.97 -2.83 -0.19
O -1.91 -1.53 0.01
C -3.19 -3.55 -0.12
C -3.16 -4.93 -0.27
C -4.53 -2.82 0.04
C -5.72 -3.79 0.07
C -4.72 -1.89 -1.17
C -4.58 -1.99 1.33
H -1.52 -8.60 -2.29
H -0.52 -7.14 -2.32
H -2.20 -7.07 -2.87
H -1.05 -8.90 0.21
H -1.36 -7.55 1.32
H -0.02 -7.46 0.17
H -3.32 -8.88 -0.64
H -4.10 -7.41 -1.24
H -3.76 -7.60 0.49
H 0.11 -5.44 -0.93
H 2.24 -4.87 0.46
H 3.44 -3.39 4.27
H 0.61 0.09 3.62
H 1.16 0.36 5.29
H 0.47 -1.21 4.81
H 2.76 0.73 2.68
H 4.29 -0.03 3.18
H 3.44 1.09 4.27
H 2.66 -2.12 5.89
H 3.26 -0.47 6.07
H 4.23 -1.64 5.19
H 2.11 -6.82 1.60
H 1.71 -6.57 3.29
H 2.97 -7.74 2.84
H 4.30 -5.90 0.66
H 5.18 -6.87 1.85
H 5.46 -5.12 1.75
H 3.45 -5.56 4.88
H 5.00 -4.98 4.23
H 4.65 -6.71 4.27
H -4.09 -5.47 -0.19
H -5.77 -4.40 -0.84
H -6.64 -3.22 0.14
H -5.67 -4.45 0.94
H -4.70 -2.46 -2.10
H -3.93 -1.14 -1.20
H -5.69 -1.38 -1.10
H -4.30 -2.60 2.19
H -5.60 -1.61 1.49
H -3.91 -1.14 1.27
N 1.22 0.42 -2.62
N 1.09 1.45 -3.54
C 0.03 2.28 -3.53
N 0.10 3.30 -4.43
S -1.27 2.12 -2.52
H 2.14 0.42 -2.21
H 1.04 -0.48 -3.05
H 1.83 1.61 -4.21
H 0.74 3.25 -5.21
H -0.75 3.81 -4.58
O -1.39 -1.80 2.86
C -1.41 -0.87 2.21
O 0.03 2.41 1.25
P 0.81 3.66 1.02
C 1.70 4.10 2.53
C 2.95 4.70 2.52
C 3.62 4.92 3.72
C 3.02 4.55 4.92
C 1.77 3.95 4.93
C 1.11 3.72 3.73
C -0.24 5.04 0.50
C -1.53 4.73 0.11
C -2.36 5.72 -0.39
C -1.91 7.03 -0.46
C -0.63 7.35 -0.03
C 0.22 6.35 0.44
C 2.09 3.44 -0.25
C 2.91 2.32 -0.08
C 3.90 2.03 -1.01
C 4.08 2.87 -2.11
C 3.27 3.98 -2.27
C 2.27 4.27 -1.35
H 3.42 4.98 1.58
H 4.60 5.38 3.72
H 3.55 4.73 5.85
H 1.32 3.65 5.86
H 0.15 3.22 3.71
H -1.88 3.71 0.21
H -3.36 5.47 -0.74
H -2.55 7.80 -0.86
H -0.29 8.37 -0.05
H 1.22 6.59 0.77
H 2.75 1.67 0.77
H 4.53 1.16 -0.87
H 4.86 2.65 -2.82
H 3.42 4.64 -3.12
H 1.64 5.14 -1.49

=====

7
Properties=species:S:1:pos:R:3 method="wB97M-V/def2-TZVPD" mol_weight_g_mol=145.52 lumo_energy_ev="-1.920 / -1.972" charge=0 de_lowest_ev=1.8411 gap_ev="8.837 / 8.498" homo_energy_ev="-10.757 / -10.470" total_energy_ev=-33031.908
N -0.94 1.13 -0.40
O -1.01 1.75 0.60
O -1.41 0.08 -0.77
O 2.24 -1.79 0.22
O 1.29 0.43 0.02
S 2.52 -0.42 0.12
Cl -2.68 -1.18 0.21

=====

43
Properties=species:S:1:pos:R:3 method="wB97M-V/def2-TZVPD" multiplicity=6 mol_weight_g_mol=984.72 lumo_energy_ev="2.325 / 0.876" charge=-1 de_lowest_ev=0.0000 gap_ev="5.959 / 5.137" homo_energy_ev="-3.634 / -4.262" total_energy_ev=-257359.955
Os -1.26 -0.94 -0.73
Se -2.79 -1.34 1.09
Te -2.42 -3.74 1.44
Te -1.88 -4.33 -1.87
Se -2.75 -2.06 -2.35
O -1.78 1.31 0.38
N -2.92 1.85 0.03
C -3.71 2.33 1.02
C -4.91 2.93 0.75
C -5.33 3.03 -0.58
C -4.53 2.51 -1.57
C -3.29 1.89 -1.29
S -2.26 1.21 -2.47
H -3.30 2.19 2.00
H -5.51 3.30 1.57
H -6.27 3.50 -0.83
H -4.82 2.56 -2.61
C 2.02 0.03 4.16
Si 2.59 -0.70 2.55
C 3.98 0.35 1.89
C 3.26 -2.41 2.87
C 1.24 -0.76 1.38
C 0.31 -0.82 0.59
H 2.83 0.02 4.90
H 1.18 -0.54 4.55
H 1.69 1.06 4.01
H 4.82 0.37 2.59
H 3.64 1.38 1.73
H 4.33 -0.04 0.93
H 4.06 -2.38 3.62
H 3.65 -2.85 1.95
H 2.46 -3.06 3.24
Br 2.59 -3.09 -4.58
C 1.93 -1.56 -3.68
C 2.49 -0.32 -3.90
C 1.97 0.75 -3.20
C 0.91 0.55 -2.33
N 0.36 -0.66 -2.16
C 0.87 -1.71 -2.81
H 3.32 -0.20 -4.59
H 2.37 1.75 -3.32
H 0.46 1.34 -1.76
H 0.40 -2.66 -2.63

=====

83
Properties=species:S:1:pos:R:3 method="wB97M-V/def2-TZVPD" mol_weight_g_mol=448.53 lumo_energy_ev=2.151 charge=-1 gap_ev=6.672 homo_energy_ev=-4.520 total_energy_ev=-37021.894
C 0.48 -5.40 -0.37
C 0.66 -3.76 -0.22
C 1.57 -3.28 -1.53
C 1.25 -1.75 -2.02
C 2.56 -0.78 -1.89
C 3.23 -0.73 -0.39
C 2.60 0.51 0.49
C 0.95 0.36 0.66
C 0.39 1.16 2.01
C -1.20 1.58 1.78
C -2.22 0.26 1.79
C -3.69 0.81 1.28
C -4.89 -0.31 1.31
C -5.01 -1.23 -0.04
B -5.37 -0.35 -1.42
N -4.11 -0.39 -2.27
C -3.90 -1.73 -2.95
C -2.50 -2.55 -2.53
O -4.77 -2.25 -3.83
C -4.00 0.77 -3.23
C -2.59 0.85 -4.12
O -4.95 1.70 -3.46
H 1.46 -5.89 0.08
H 0.46 -5.71 -1.52
H -0.52 -5.81 0.10
H 1.24 -3.54 0.80
H -0.36 -3.19 -0.14
H 2.69 -3.35 -1.18
H 1.45 -4.00 -2.45
H 1.01 -1.83 -3.19
H 0.28 -1.28 -1.53
H 2.24 0.32 -2.22
H 3.40 -1.10 -2.67
H 4.41 -0.66 -0.53
H 3.05 -1.72 0.25
H 2.83 1.53 -0.03
H 3.09 0.49 1.58
H 0.62 -0.79 0.74
H 0.35 0.79 -0.26
H 0.43 0.46 2.96
H 1.03 2.14 2.20
H -1.25 2.16 0.75
H -1.49 2.37 2.62
H -1.76 -0.57 1.09
H -2.25 -0.15 2.91
H -3.55 1.37 0.26
H -4.01 1.65 2.06
H -4.63 -1.06 2.20
H -5.96 0.14 1.56
H -5.88 -2.02 0.08
H -4.01 -1.84 -0.16
H -5.57 0.76 -1.04
H -6.33 -0.73 -1.97
H -2.74 -3.51 -1.91
H -1.94 -2.74 -3.54
H -1.85 -1.84 -1.83
H -2.61 -0.10 -4.82
H -1.73 0.68 -3.32
H -2.48 1.85 -4.72
C 3.50 3.42 -3.29
C 2.44 4.49 -3.51
C 1.92 5.09 -2.20
C 1.29 4.00 -1.35
N 0.76 3.10 -0.65
H 3.10 2.56 -2.73
H 3.86 3.04 -4.25
H 4.36 3.82 -2.74
H 1.61 4.05 -4.07
H 2.86 5.29 -4.13
H 1.17 5.86 -2.41
H 2.74 5.56 -1.64
C 4.00 -0.16 6.86
C 3.32 0.99 6.11
C 2.03 0.57 5.41
C 2.34 -0.51 4.38
N 2.59 -1.41 3.53
H 4.30 -0.96 6.18
H 4.90 0.20 7.37
H 3.32 -0.59 7.61
H 4.03 1.40 5.38
H 3.09 1.79 6.83
H 1.58 1.43 4.90
H 1.31 0.18 6.13

=====

11
Properties=species:S:1:pos:R:3 method="wB97M-V/def2-TZVPD" smiles="NC(=O)P[SiH3]" mol_weight_g_mol=107.12 lumo_energy_ev=0.646 charge=0 de_lowest_ev=0.1565 gap_ev=10.265 homo_energy_ev=-9.619 total_energy_ev=-21837.105
N -2.39 0.11 0.23
C -1.18 -0.26 -0.31
O -1.03 -1.46 -0.59
P -0.06 1.06 -0.71
Si 1.75 -0.32 -0.04
H -3.03 -0.61 0.53
H -2.75 1.01 0.23
H -0.04 1.59 0.61
H 2.83 0.48 -0.46
H 1.75 -1.76 -0.26
H 2.12 0.03 1.33

=====

11
Properties=species:S:1:pos:R:3 method="wB97M-V/def2-TZVPD" multiplicity=3 mol_weight_g_mol=179.58 lumo_energy_ev="0.549 / -4.699" charge=0 de_lowest_ev=0.0000 gap_ev="5.473 / 6.587" homo_energy_ev="-4.924 / -11.286" total_energy_ev=-54438.954
C 0.18 0.24 -0.73
Si 3.15 -0.79 0.51
Si 1.72 0.93 0.08
Cl 2.51 -2.20 -0.71
Cl 2.55 2.14 -1.21
Cl 1.09 2.12 1.70
H -0.77 0.72 -1.07
H 0.57 -0.41 -1.55
H -0.06 -0.47 0.08
H 4.47 -0.16 0.06
H 3.08 -1.55 1.84

=====

47
Properties=species:S:1:pos:R:3 method="wB97M-V/def2-TZVPD" mol_weight_g_mol=289.42 lumo_energy_ev=-7.040 charge=+1 de_lowest_ev=7.2355 gap_ev=4.384 homo_energy_ev=-11.424 total_energy_ev=-42239.480
Ca -19.28 10.57 -9.12
F -19.37 13.46 -10.48
C -20.34 17.71 -14.89
C -20.36 17.09 -13.50
O -19.90 15.77 -13.80
H -19.40 17.60 -15.42
H -20.63 18.76 -14.94
H -21.06 17.23 -15.55
H -21.35 17.08 -13.03
H -19.65 17.48 -12.77
H -19.78 15.34 -12.95
C -24.08 11.46 -5.55
C -22.59 11.89 -5.40
O -21.97 11.97 -6.66
H -24.52 11.38 -4.56
H -24.19 10.51 -6.07
H -24.63 12.25 -6.05
H -21.99 11.17 -4.83
H -22.40 12.81 -4.84
H -22.35 12.76 -7.05
C -23.17 16.46 -7.14
C -22.59 16.45 -8.53
O -22.64 15.12 -8.96
H -23.06 17.49 -6.79
H -22.58 15.76 -6.54
H -24.22 16.21 -7.09
H -21.60 16.89 -8.48
H -23.11 17.06 -9.26
H -21.85 14.94 -9.47
C -19.21 9.80 -14.36
C -19.48 8.41 -13.87
O -19.06 8.34 -12.51
H -18.14 10.00 -14.36
H -19.65 10.59 -13.76
H -19.48 10.01 -15.39
H -18.92 7.67 -14.44
H -20.54 8.19 -13.97
H -19.12 7.42 -12.24
C -14.91 15.57 -10.37
C -15.88 16.77 -10.49
O -16.95 16.48 -9.57
H -15.41 14.62 -10.16
H -14.36 15.76 -9.44
H -14.26 15.54 -11.24
H -16.18 16.85 -11.53
H -15.35 17.70 -10.28
H -17.45 15.71 -9.84